Entry from the OMol25 dataset: a molecular structure, C2H4F6KO8S2 at a distorted geometry (ωB97M-V with the def2-TZVPD basis set).

The geometry in XYZ format:
```
23
Properties=species:S:1:pos:R:3:forces:R:3:nbo_charge:R:1
K 22.165 -20.753 -21.460 0.19 0.45 -0.07 0.9713
S 19.928 -18.165 -23.241 0.57 1.32 0.21 2.3239
S 24.665 -18.520 -19.759 -0.09 1.64 1.52 2.3215
F 18.716 -18.596 -25.575 -0.32 0.32 -0.70 -0.3198
F 19.655 -20.337 -24.732 0.02 -0.02 -0.03 -0.3581
F 27.165 -19.523 -19.976 0.06 -0.32 0.19 -0.3379
F 20.880 -18.866 -25.690 0.06 0.40 -0.40 -0.3278
F 26.688 -18.042 -21.446 0.08 0.20 -0.36 -0.3312
F 27.071 -17.456 -19.402 0.29 0.42 0.11 -0.3230
O 22.576 -22.314 -23.940 0.08 -0.11 -0.04 -0.9576
O 24.648 -18.167 -18.334 0.09 -0.48 -1.28 -0.9867
O 22.612 -23.443 -20.367 -0.08 -0.11 -0.03 -0.9515
O 19.802 -16.717 -23.421 0.33 -1.59 -0.44 -0.9631
O 18.816 -18.760 -22.539 -0.03 -0.45 0.05 -0.9954
O 24.002 -17.579 -20.641 0.52 -0.46 0.21 -0.9636
O 24.369 -19.909 -20.028 -0.24 -1.02 -0.45 -1.0576
O 21.260 -18.624 -22.820 -0.78 -0.08 -0.26 -1.0409
C 19.794 -18.997 -24.933 0.17 -0.29 1.60 0.6920
C 26.501 -18.376 -20.168 -0.85 -0.24 -0.02 0.6894
H 23.458 -22.626 -24.170 -0.08 0.09 0.01 0.4730
H 23.321 -24.021 -20.672 -0.03 0.11 0.03 0.4778
H 22.148 -22.130 -24.785 -0.03 0.13 0.17 0.4879
H 22.141 -23.959 -19.704 0.04 0.10 -0.03 0.4772
```
Forces are in eV/Å.

HOMO energy, hartree: -0.23416
Orbital gap, eV: 7.8
ΔE to the lowest compared entry with this formula, charge and spin, kJ/mol: 0.0
Net charge: -1